# 1
{"formula": "C22H30F6MgN7O4S2", "method": "ωB97M-V/def2-TZVPD", "total_charge": 1, "e_tot_ha": -3136.16169, "spin_multiplicity": 1, "e_above_lowest_ev": 0.0000, "e_homo_ev": -10.248, "homo_lumo_gap_ha": 0.301, "species": ["S", "S", "Mg", "F", "F", "F", "F", "F", "F", "O", "O", "O", "O", "N", "N", "N", "N", "N", "N", "N", "C", "C", "C", "C", "C", "C", "C", "C", "C", "C", "C", "C", "C", "C", "C", "C", "C", "C", "C", "C", "C", "C", "H", "H", "H", "H", "H", "H", "H", "H", "H", "H", "H", "H", "H", "H", "H", "H", "H", "H", "H", "H", "H", "H", "H", "H", "H", "H", "H", "H", "H", "H"], "positions_angstrom": [[0.274070, -2.302658, -2.195357], [2.774308, -1.217499, -1.421350], [0.363906, -0.289661, -0.293116], [5.188944, -1.277995, -0.541684], [-0.212190, -4.627234, -1.023996], [3.865939, -2.582574, 0.564749], [0.750055, -4.744780, -2.954974], [4.522495, -3.152314, -1.412373], [-1.348107, -4.212791, -2.816559], [3.211502, -0.813592, -2.710001], [2.399524, -0.158960, -0.459528], [0.373728, -1.856254, -3.542638], [-0.744670, -1.655852, -1.345479], [1.323193, -0.041006, 3.606231], [-0.073927, -0.234184, 1.706391], [0.973903, -2.092725, 2.596076], [-0.544640, 1.401510, -3.062284], [1.609001, -2.308007, -1.326365], [-0.541845, 1.476468, -0.754678], [-2.524123, 1.906506, -1.977609], [0.717878, -0.770941, 2.641555], [1.550259, 1.380444, 3.424231], [2.156080, -2.701149, 3.177215], [-1.498509, 4.709427, 0.747240], [-3.426433, 1.575719, -0.890784], [-0.991375, 0.732074, 2.213356], [-1.990354, 4.335551, 1.957868], [-3.061177, 2.843327, -2.950660], [0.067872, -3.019025, 1.937053], [-1.861654, 2.994881, 2.406548], [-0.157903, -4.105817, -2.239030], [1.370463, -0.482122, 4.993368], [-0.954751, 3.728648, -0.099604], [-0.876529, 2.407801, 0.264914], [-2.410188, 2.656647, 3.670991], [-1.203112, 1.620631, -1.907996], [0.885633, 1.633165, -3.195873], [-1.215194, 2.016835, 1.605418], [-1.620219, 0.424040, 3.394145], [-2.343710, 1.379376, 4.130903], [-1.189194, 0.914512, -4.269068], [4.178645, -2.137300, -0.641718], [1.628785, 1.616048, 2.365059], [-3.035264, 0.734462, -0.322977], [1.280363, 2.049809, -2.272276], [1.403670, 0.702610, -3.435624], [-3.575871, 2.424388, -0.217139], [-2.473233, 5.046713, 2.612333], [-3.822907, 2.376174, -3.576540], [1.938578, -3.183039, 4.131913], [-2.265468, 3.227298, -3.582039], [1.058659, 2.339179, -4.011667], [-1.206173, 1.685966, -5.042651], [-2.206236, 0.603025, -4.051167], [-0.109287, -3.870489, 2.597829], [0.812054, 0.232229, 5.603782], [-2.903166, 3.431406, 4.239686], [2.928616, -1.949605, 3.320759], [0.899822, -1.454622, 5.098651], [-2.802401, 1.103929, 5.069408], [-1.505341, -0.573005, 3.800351], [0.742385, 1.973162, 3.863174], [-3.511864, 3.684074, -2.417002], [0.510923, -3.388340, 1.008901], [-4.386002, 1.288885, -1.322383], [-0.875588, -2.525143, 1.719979], [2.518759, -3.462272, 2.490604], [2.489994, 1.642534, 3.910384], [-0.633528, 4.006875, -1.095991], [2.394580, -0.535485, 5.363134], [-0.627311, 0.055919, -4.636681], [-1.562741, 5.734592, 0.415162]], "forces_ev_per_angstrom": [[0.5, -0.1, 0.3], [-0.4, -0.4, 0.1], [-0.4, 0.5, 0.9], [-0.2, -0.1, 0.0], [0.0, 0.1, 0.1], [-0.2, 0.0, 0.1], [0.0, 0.1, 0.0], [-0.1, 0.1, 0.0], [0.1, 0.1, 0.1], [0.0, 0.0, 0.0], [0.1, -0.2, -0.4], [0.0, 0.0, 0.0], [0.2, -0.1, -0.4], [0.0, -0.1, 0.0], [0.0, 0.3, -0.4], [-0.1, 0.2, 0.0], [-0.1, 0.0, 0.1], [0.1, 0.2, -0.3], [0.1, -0.4, 0.3], [0.1, 0.0, 0.0], [0.0, -0.3, -0.1], [0.0, 0.1, -0.1], [0.1, 0.0, 0.1], [0.0, -0.1, 0.0], [0.0, 0.0, 0.1], [0.0, 0.0, -0.1], [0.1, -0.1, 0.1], [0.0, 0.0, 0.0], [0.0, -0.1, -0.1], [-0.1, 0.2, 0.1], [-0.2, -0.2, -0.2], [0.0, 0.0, 0.0], [-0.1, 0.1, 0.0], [0.0, -0.1, 0.0], [0.0, 0.0, -0.1], [0.1, -0.1, -0.1], [0.1, 0.0, 0.1], [0.0, 0.0, 0.0], [-0.1, 0.1, 0.2], [0.0, 0.0, -0.1], [-0.1, 0.0, -0.1], [0.4, 0.2, -0.1], [0.0, 0.0, 0.0], [0.0, 0.0, 0.0], [0.0, 0.0, 0.0], [0.0, 0.1, 0.0], [0.0, 0.0, 0.0], [0.0, 0.1, 0.0], [0.0, 0.0, 0.0], [0.0, 0.0, 0.0], [0.0, 0.0, 0.0], [0.0, 0.0, 0.0], [0.0, 0.0, 0.0], [0.0, 0.0, 0.0], [0.0, 0.0, 0.0], [0.0, 0.0, 0.0], [0.0, 0.0, 0.0], [0.0, 0.0, 0.0], [0.0, 0.0, 0.0], [0.0, 0.0, 0.0], [0.0, -0.1, 0.0], [0.0, 0.0, 0.0], [0.0, 0.0, 0.0], [-0.1, 0.0, 0.0], [0.0, 0.0, 0.0], [0.0, 0.0, 0.0], [0.1, 0.0, 0.0], [0.0, 0.0, 0.0], [0.0, 0.0, 0.0], [0.0, 0.0, 0.0], [0.0, 0.0, 0.0], [0.0, 0.1, 0.0]]}

***

# 2
{"formula": "C22H70N4O13", "method": "ωB97M-V/def2-TZVPD", "e_tot_ha": -2077.04348, "spin_multiplicity": 1, "e_above_lowest_ev": 3.1490, "e_homo_ev": -8.665, "homo_lumo_gap_ha": 0.313, "species": ["O", "O", "O", "O", "O", "O", "O", "O", "O", "O", "O", "O", "O", "N", "N", "N", "N", "C", "C", "C", "C", "C", "C", "C", "C", "C", "C", "C", "C", "C", "C", "C", "C", "C", "C", "C", "C", "C", "C", "H", "H", "H", "H", "H", "H", "H", "H", "H", "H", "H", "H", "H", "H", "H", "H", "H", "H", "H", "H", "H", "H", "H", "H", "H", "H", "H", "H", "H", "H", "H", "H", "H", "H", "H", "H", "H", "H", "H", "H", "H", "H", "H", "H", "H", "H", "H", "H", "H", "H", "H", "H", "H", "H", "H", "H", "H", "H", "H", "H", "H", "H", "H", "H", "H", "H", "H", "H", "H", "H"], "positions_angstrom": [[-0.609000, -2.239000, -11.958000], [3.708000, -0.279000, -12.536000], [2.489000, -2.963000, -8.653000], [2.821000, -0.584000, -2.537000], [8.021000, -1.524000, -5.372000], [2.816000, -3.976000, -5.911000], [3.475000, -5.617000, -12.571000], [-1.873000, -2.718000, -8.106000], [2.830000, 3.899000, -7.888000], [6.327000, 1.307000, -6.857000], [4.817000, -6.689000, -6.935000], [7.626000, 0.136000, -8.885000], [-0.426000, -4.549000, -9.777000], [1.984000, -5.011000, -10.219000], [0.437000, -6.325000, -11.066000], [6.640000, -1.469000, -10.370000], [8.348000, -2.034000, -9.156000], [5.812000, -5.758000, -6.804000], [3.319000, 0.699000, -11.610000], [5.943000, -5.123000, -8.203000], [7.012000, 2.479000, -7.141000], [3.476000, -2.081000, -8.960000], [2.435000, 2.000000, -6.456000], [-0.337000, -1.076000, -7.670000], [7.525000, -1.122000, -9.498000], [4.570000, 1.426000, -11.133000], [2.008000, -5.089000, -6.148000], [2.736000, -1.039000, -3.891000], [7.086000, -2.372000, -5.874000], [3.195000, -0.740000, -8.363000], [0.648000, -5.308000, -10.269000], [6.259000, 3.040000, -8.417000], [5.735000, -1.679000, -6.089000], [4.566000, -4.838000, -12.255000], [1.462000, -1.932000, -3.852000], [2.233000, 2.580000, -7.854000], [-0.990000, -2.307000, -7.115000], [4.272000, -3.354000, -12.386000], [0.720000, -1.905000, -11.492000], [2.302000, -0.268000, -8.774000], [3.230000, -4.056000, -5.084000], [3.717000, -6.586000, -12.504000], [2.467000, -5.284000, -11.096000], [8.463000, -2.822000, -9.748000], [4.074000, -2.960000, -13.392000], [-0.961000, -0.362000, -8.076000], [5.045000, -4.643000, -8.573000], [5.351000, -5.127000, -12.997000], [-1.483000, -2.100000, -6.156000], [4.320000, 2.329000, -10.533000], [4.980000, -2.445000, -6.226000], [5.435000, -1.194000, -5.099000], [3.667000, -1.912000, -10.027000], [0.462000, -1.385000, -8.402000], [3.121000, -0.840000, -7.241000], [5.310000, 0.797000, -10.611000], [-1.417000, -3.348000, -8.754000], [-0.589000, -6.379000, -11.379000], [3.499000, 1.764000, -6.285000], [-0.828000, -1.772000, -12.759000], [0.994000, -2.460000, -10.614000], [1.009000, -1.909000, -4.913000], [2.969000, 4.137000, -8.751000], [2.032000, 2.772000, -5.805000], [5.104000, -2.732000, -11.955000], [2.585000, -3.262000, -7.718000], [2.017000, -4.079000, -9.930000], [5.157000, 1.683000, -11.970000], [0.686000, -0.869000, -11.176000], [4.824000, -5.057000, -11.212000], [-0.371000, -3.174000, -7.000000], [5.952000, -1.131000, -6.990000], [6.657000, -2.373000, -10.752000], [7.027000, -3.059000, -5.008000], [6.680000, -6.117000, -6.226000], [6.062000, -0.765000, -10.729000], [6.783000, -4.384000, -8.260000], [1.231000, 2.868000, -7.925000], [6.630000, 0.648000, -7.425000], [5.111000, 2.829000, -8.437000], [2.456000, -5.923000, -5.671000], [0.102000, -0.459000, -6.884000], [6.948000, 3.277000, -6.417000], [4.455000, -2.589000, -8.595000], [1.751000, 1.151000, -6.401000], [5.514000, -5.022000, -6.084000], [5.267000, -7.563000, -7.169000], [0.770000, -1.424000, -3.232000], [8.095000, 2.354000, -7.231000], [4.080000, -0.086000, -8.556000], [1.133000, -4.901000, -5.581000], [2.614000, -0.115000, -4.466000], [3.626000, -1.577000, -4.048000], [6.691000, 2.550000, -9.316000], [2.491000, 0.301000, -10.876000], [1.429000, -1.963000, -12.193000], [3.445000, -3.189000, -11.719000], [2.986000, -0.362000, -13.199000], [8.999000, -1.928000, -8.308000], [6.468000, 4.061000, -8.614000], [2.413000, 2.043000, -8.768000], [1.571000, -2.936000, -3.493000], [6.017000, -5.903000, -9.023000], [2.733000, 1.330000, -12.289000], [7.643000, -1.131000, -4.601000], [3.526000, 0.067000, -2.475000], [7.328000, -2.873000, -6.798000], [1.731000, -5.080000, -7.198000], [1.108000, -7.026000, -11.398000]], "forces_ev_per_angstrom": [[0.8, -0.8, 0.8], [-0.1, -1.8, -1.0], [-1.8, -1.3, 0.7], [0.3, 0.3, 0.9], [2.7, 1.7, -1.2], [0.6, 1.5, -2.1], [-1.8, -2.5, -0.5], [-1.3, -1.6, -1.7], [0.4, -1.2, 3.1], [-1.0, 1.3, 3.5], [-0.3, -3.7, 0.1], [-1.0, -5.9, -3.2], [5.8, -4.0, -2.1], [-1.2, -1.2, -0.3], [-4.3, -2.4, -1.9], [-1.3, 0.4, -1.1], [4.4, -2.4, 3.4], [0.6, 1.5, -0.5], [-2.1, 0.6, -0.3], [1.6, -0.2, -0.8], [-1.3, 1.3, -2.2], [3.1, 0.2, 0.6], [0.1, 0.0, -1.4], [3.4, -0.8, 1.0], [0.6, 8.4, 4.3], [-0.7, -0.4, 1.4], [-0.8, 0.7, 0.6], [-2.1, 0.2, 1.9], [-2.5, -1.5, 2.1], [1.6, 0.8, 1.5], [-3.3, 4.3, 1.4], [0.2, -1.5, -0.8], [0.7, -1.0, 1.7], [2.2, 0.5, -0.8], [0.2, 1.3, -3.3], [0.1, 1.8, 0.7], [-0.4, 0.2, -0.8], [0.7, 0.3, 0.6], [-3.7, 1.3, 1.9], [0.0, -0.2, 0.1], [0.8, 0.0, 1.6], [-0.3, 1.8, -0.2], [-0.4, 0.5, 0.9], [0.2, -0.7, -0.1], [-0.1, -0.5, 0.3], [-2.0, 0.8, -1.3], [-0.5, 0.4, 0.8], [0.1, 0.3, 1.0], [-0.3, -0.1, -0.3], [0.4, -0.8, -0.3], [-0.3, -0.1, -0.5], [0.5, 0.2, -1.8], [-0.7, -0.6, -0.2], [-0.9, 0.5, 0.7], [-0.2, 0.2, -1.1], [-0.8, 0.3, 0.6], [-0.6, 1.1, 1.3], [2.4, -0.4, 0.7], [-0.6, 0.0, 0.2], [0.2, 0.4, -0.3], [-0.4, -0.6, 0.2], [0.6, -0.5, 1.6], [0.6, 1.0, -3.2], [0.4, 0.0, 0.4], [-0.7, -0.8, -0.6], [0.0, 0.5, -0.7], [1.1, 1.6, 0.9], [0.3, 0.8, -1.4], [0.1, 0.5, 0.3], [0.6, 0.2, -0.1], [1.3, 0.0, 0.7], [-1.0, 1.0, 0.1], [-0.3, -0.9, -0.5], [-0.8, -1.1, -0.9], [0.4, -0.3, -1.2], [-0.9, 0.6, -0.8], [-0.6, -0.7, -0.2], [-2.2, -0.4, -0.1], [1.2, -1.7, -1.9], [2.2, 0.5, 0.6], [0.5, -1.4, -0.6], [0.8, -0.3, 0.3], [-0.7, -0.3, 1.1], [-1.0, 1.4, -0.4], [0.4, -0.3, 0.3], [-0.8, 0.9, 0.2], [-1.2, 1.7, 0.4], [-0.7, 0.5, 0.7], [-0.1, -0.3, -0.7], [-0.6, -0.1, 0.2], [-1.5, -0.1, 0.4], [0.1, -0.7, -0.7], [1.0, -0.7, -1.1], [-0.4, -0.1, 0.5], [2.1, 0.6, -0.7], [2.7, -0.7, -3.0], [-0.6, 0.5, 0.0], [0.9, -0.1, 0.8], [-1.5, 0.1, -2.2], [-0.1, 1.3, 0.2], [0.9, -0.8, 0.0], [0.4, -0.5, 0.1], [0.7, 0.5, 1.1], [0.0, 1.1, 0.9], [-0.2, 0.6, 0.7], [0.0, 0.0, 0.1], [0.8, -0.1, -0.1], [0.3, -0.8, -0.1], [-0.5, 1.0, 0.4]]}